Formula: C9H15B
Source: the Open Molecules 2025 dataset
Level of theory: the ωB97M-V functional and the def2-TZVPD basis

Values from the calculation:
**Net charge**: 0
**Energy relative to the best compared isomer or geometry (same formula, charge and spin)**: 36.1 kcal per mole
**HOMO**: -0.2989 hartree

The geometry in XYZ format:
```
25
C9H15B (the ωB97M-V functional and the def2-TZVPD basis)
B 0.27107 -0.08255 -0.27010
C 1.20705 -0.96969 -0.93537
C 2.60588 -1.08734 -0.70124
C 3.33334 -0.07939 -0.03181
C 2.77079 0.93914 0.68961
C 1.44133 0.95170 1.09796
C -1.72211 0.82729 1.12476
C -1.86482 0.62594 -1.35814
C -2.18362 -1.36605 0.09404
C -1.34336 -0.11718 -0.00254
H 0.96761 -1.60431 -1.75623
H 3.19234 -1.86960 -1.26453
H 4.39645 -0.02125 -0.17426
H 3.31868 1.87811 0.77085
H 1.07362 1.97984 1.30206
H 1.14752 0.08974 1.57356
H -1.06188 1.65946 1.21312
H -1.77215 0.10902 2.07756
H -2.79980 1.24895 1.19075
H -2.83159 1.14175 -1.31311
H -2.16487 -0.19004 -2.05983
H -1.02886 1.22085 -1.67676
H -1.91750 -2.08302 -0.66163
H -1.78973 -1.97238 0.97411
H -3.24543 -1.22899 0.09716
```